Below is a 3-piece molecular cluster, C5H16NO2 overall in a non-equilibrium geometry, with properties calculated with ωB97M-V/def2-TZVPD.

```
24
C5H16NO2, DFT ωB97M-V/def2-TZVPD
C 0.759 0.540 1.330
C 0.964 0.471 -0.221
C -0.336 0.948 -0.915
C -0.949 2.170 -0.623
C -2.220 2.562 -1.331
N -0.488 -0.218 1.646
H 1.640 0.042 1.738
H 0.752 1.589 1.569
H 1.653 1.250 -0.586
H 1.204 -0.447 -0.743
H -0.744 0.430 -1.789
H -0.788 2.561 0.367
H -2.194 2.846 -2.382
H -2.875 1.682 -1.315
H -2.677 3.364 -0.779
H -1.262 0.232 1.159
H -0.439 -1.196 1.261
H -0.647 -0.160 2.670
H 3.236 -2.882 -0.059
H 2.731 -3.382 -1.373
O 2.422 -3.192 -0.477
H 0.892 -2.970 0.148
H -0.628 -3.442 0.171
O -0.005 -2.798 0.534
```

Properties
molar mass: 122.188 g/mol
total charge: +2
<S²>: 0.7524
energy relative to the best compared isomer or geometry (same formula, charge and spin): 14.86 kcal per mole
multiplicity: 2
HOMO-LUMO gap (alpha / beta): 9.45 / 6.04 eV
HOMO level (alpha / beta): -0.6755 / -0.6755 Ha

Results of the natural (NBO) charge analysis, in e, for atoms 1 through 5:
1 C -0.23
2 C -0.50
3 C 0.10
4 C 0.12
5 C -0.71